Entry from the OMol25 dataset: a cluster of 3 separate species, CH8N2O in total in a non-equilibrium geometry (wB97M-V/def2-TZVPD).

XYZ file:
```
12
Properties=species:S:1:pos:R:3
N -0.718 2.207 -2.032
H -1.457 1.520 -2.211
H -0.377 2.383 -2.960
H -0.412 1.294 6.076
H 0.000 1.727 -1.493
N -0.223 -2.558 -0.598
C 0.650 -1.550 -0.331
O 0.805 -0.625 -1.267
H -0.701 -2.287 -1.470
H 0.228 0.931 5.984
H 0.495 -1.108 0.677
H 1.711 -1.934 -0.376
```

## Properties
- E_LUMO: -2.96 eV
- Frontier orbital gap: 6.74 eV
- E_tot: -227.42175 Ha

natural (NBO) atomic charge list, values in e, 6 entries: -1.071, 0.348, 0.352, 0.002, 0.373, -0.382